1:
{"formula": "C5H8OS", "method": "ωB97M-V/def2-TZVPD", "symbols": ["C", "C", "C", "C", "C", "O", "S", "H", "H", "H", "H", "H", "H", "H", "H"], "positions_angstrom": [[-1.1358, -0.0324, 1.1322], [0.1868, -0.3896, 1.6904], [1.1286, 0.0609, 0.5979], [0.0406, 0.4524, -0.4621], [-0.1508, -0.5560, -1.6664], [-2.2349, 0.2007, 1.5560], [-0.0994, 2.1269, -1.0084], [0.3917, -0.0452, 2.7504], [0.1911, -1.4978, 1.9029], [1.6873, 1.0302, 0.9279], [1.7187, -0.7050, 0.1833], [-0.0421, -1.6282, -1.2838], [0.5984, -0.4443, -2.4990], [-1.1893, -0.2552, -2.1002], [-1.0911, 1.6826, -1.7211]], "homo_ev": -7.82, "lumo_energy_ev": 0.791}

2:
{"formula": "C5H8OS", "method": "ωB97M-V/def2-TZVPD", "symbols": ["C", "C", "C", "C", "C", "H", "H", "H", "H", "H", "H", "H", "H", "O", "S"], "positions_angstrom": [[0.0492, 1.1276, -2.2708], [-0.9339, 0.4909, -1.3387], [-2.4545, 1.0671, -1.6143], [-0.5543, 0.2348, -0.0111], [0.6403, -1.0643, 1.8630], [-0.7469, 1.5021, -3.4537], [1.0194, 0.5325, -2.2405], [0.3834, 2.2825, -1.9992], [-2.8379, 0.4854, -2.3960], [-3.1736, 1.1298, -0.6168], [-2.3535, 2.2652, -1.9481], [-1.1755, 0.1550, 0.8910], [-0.4647, -0.5667, 2.1339], [1.2914, -1.7947, 2.7227], [1.1586, -0.2853, 0.5049]], "homo_ev": -9.16, "lumo_energy_ev": 0.147}

The energy of each structure relative to the most stable one, in kJ/mol, is as follows: 1 0.0; 2 238.1.

1:
{"formula": "C2H3I3O2", "method": "ωB97M-V/def2-TZVPD", "symbols": ["C", "C", "O", "O", "I", "I", "I", "H", "H", "H"], "positions_angstrom": [[0.2799, -0.1589, -0.1171], [0.3236, 1.0559, 0.6485], [1.3320, -0.0614, -1.0244], [-1.2138, 0.6663, 1.7182], [0.4955, -2.0232, 0.9773], [-0.1568, 2.7165, -0.4819], [1.8347, 1.3908, 2.1184], [-0.7926, -0.1055, -0.6534], [1.2614, -0.7379, -1.8304], [-0.9855, 0.9710, 2.5243]], "homo_ev": -9.44, "lumo_energy_ev": -0.441}

2:
{"formula": "C2H3I3O2", "method": "ωB97M-V/def2-TZVPD", "symbols": ["C", "C", "O", "O", "I", "I", "I", "H", "H", "H"], "positions_angstrom": [[-1.2517, -0.9754, -0.8236], [0.6825, -0.6383, 0.3904], [0.6285, -1.7541, 1.1275], [0.4460, 0.5529, 0.9380], [-2.3078, -2.1798, 0.4764], [-2.0806, 0.9137, -1.0065], [2.1723, -0.7529, -1.1205], [-0.9644, -1.5154, -1.6117], [0.0669, -1.5302, 1.7928], [-0.1338, 1.1119, 0.3538]], "homo_ev": [-8.24, -8.24], "lumo_energy_ev": [-0.037, -0.036]}

The energy of each structure relative to the most stable one, in kJ/mol, is as follows: 1 20.5; 2 0.0.

1:
{"formula": "C9H21N", "method": "ωB97M-V/def2-TZVPD", "symbols": ["C", "C", "C", "C", "C", "C", "H", "H", "H", "H", "H", "H", "H", "H", "H", "H", "H", "H", "H", "H", "C", "C", "C", "N", "H", "H", "H", "H", "H", "H", "H"], "positions_angstrom": [[1.4220, -1.2681, -0.2587], [-0.5220, 1.8743, -0.4055], [2.2107, -0.2792, 0.3535], [1.4740, -2.6600, 0.3017], [0.9906, -1.1439, -1.6866], [-0.9306, 3.3495, -0.2809], [-1.1784, 1.3755, -1.1178], [0.4965, 1.8137, -0.7932], [2.6362, 0.4741, -0.3078], [2.9206, -0.6297, 1.1006], [1.4515, 0.5383, 1.0875], [1.4998, -2.6582, 1.3923], [0.6328, -3.2749, -0.0199], [2.3932, -3.1437, -0.0503], [1.7450, -1.6139, -2.3321], [0.0450, -1.6548, -1.8716], [0.8897, -0.1052, -1.9964], [-1.9564, 3.4406, 0.0829], [-0.8720, 3.8509, -1.2491], [-0.2760, 3.8705, 0.4188], [-1.1671, -0.9631, 0.6103], [-2.3943, -0.7633, -0.2514], [-0.5705, 1.1892, 0.9352], [0.5176, 1.3027, 1.6941], [0.3505, 0.9466, 2.6341], [-1.5426, 1.1810, 1.4201], [-1.3775, -0.9770, 1.6796], [-0.7230, -1.9209, 0.3867], [-2.9543, 0.1380, 0.0111], [-2.1246, -0.6771, -1.3096], [-3.0863, -1.6120, -0.1773]], "homo_ev": [-6.99, -6.99], "lumo_energy_ev": [0.542, 0.541]}

2:
{"formula": "C9H21N", "method": "ωB97M-V/def2-TZVPD", "symbols": ["C", "C", "C", "C", "C", "C", "C", "C", "C", "N", "H", "H", "H", "H", "H", "H", "H", "H", "H", "H", "H", "H", "H", "H", "H", "H", "H", "H", "H", "H", "H"], "positions_angstrom": [[-0.0227, 0.8748, 0.6407], [-0.1021, -0.4639, 0.1646], [2.0400, 0.8310, 0.1070], [-2.1338, -0.5693, -0.0306], [0.2891, -1.6164, 1.0637], [2.8347, -0.3807, -0.3191], [2.0462, 1.9098, -0.9533], [-2.7037, 0.6436, -0.7245], [-2.3256, -1.8353, -0.8372], [-0.2387, 1.1833, 1.9687], [-0.3678, 1.6528, -0.0321], [0.0817, -0.5850, -0.8981], [2.4114, 1.2131, 1.0607], [-2.5079, -0.6695, 0.9901], [-0.2564, 2.1612, 2.2187], [0.1285, 0.5573, 2.6700], [0.7939, -2.3984, 0.4972], [0.9763, -1.3357, 1.8666], [-0.5780, -2.0607, 1.5617], [3.8493, -0.1139, -0.6542], [2.9759, -1.0961, 0.4941], [2.3747, -0.8847, -1.1797], [3.0552, 2.1246, -1.3353], [1.4365, 1.6150, -1.8207], [1.6573, 2.8583, -0.5705], [-2.0922, 0.9255, -1.5947], [-1.7533, -1.7934, -1.7745], [-3.7188, 0.4691, -1.1119], [-2.7631, 1.5089, -0.0583], [-2.0093, -2.7274, -0.2904], [-3.3773, -1.9981, -1.1184]], "homo_ev": -6.54, "lumo_energy_ev": 0.936}

The energy of each structure relative to the most stable one, in kJ/mol, is as follows: 1 121.0; 2 0.0.

1:
{"formula": "C4H12NO3", "method": "ωB97M-V/def2-TZVPD", "symbols": ["C", "O", "C", "C", "C", "O", "N", "H", "H", "H", "H", "H", "H", "H", "H", "H", "H", "H", "H", "O"], "positions_angstrom": [[0.4776, -0.8322, 0.8678], [0.9358, 0.2142, 1.6902], [-0.4099, -0.2187, -0.2309], [0.1573, 0.7318, -1.1765], [1.0784, 1.8466, -0.5736], [1.3661, 2.7218, -1.5158], [-0.9073, -2.2122, -1.7576], [-0.1182, -1.5005, 1.5011], [1.3259, -1.3908, 0.4974], [-1.3281, 0.1823, 0.2329], [-0.5880, 1.3415, -1.7056], [0.6534, 0.2194, -2.0158], [2.0174, 1.3514, -0.1980], [0.6743, 2.3156, 0.3415], [-0.7807, -3.2159, -1.7846], [-0.7418, -1.2816, -0.7873], [-1.6184, -1.9777, -2.4372], [0.0828, 0.4381, 2.2328], [-1.0332, 0.9036, 3.7941], [-1.2435, 0.3633, 3.0248]], "charge": -1, "homo_ev": -4.24, "lumo_energy_ev": 0.325}

2:
{"formula": "C4H12NO3", "method": "ωB97M-V/def2-TZVPD", "symbols": ["C", "C", "C", "O", "N", "C", "O", "H", "H", "H", "H", "H", "H", "H", "H", "H", "H", "H", "H", "O"], "positions_angstrom": [[-0.3952, -0.5359, -1.3698], [-1.1876, 0.0691, -0.2143], [-1.3922, -0.9684, 0.8932], [-1.9210, -2.2224, 0.4473], [-0.7877, 1.3897, 0.2155], [0.7528, 1.2185, 1.0939], [1.8968, 0.4422, 0.8374], [-0.8075, -1.4489, -1.8196], [0.6189, -0.8549, -1.1062], [-0.2046, 0.1321, -2.2117], [-2.2104, 0.1873, -0.5970], [-0.4751, -1.2183, 1.4239], [-2.1233, -0.5281, 1.5865], [-2.8007, -2.0407, 0.0822], [0.3157, 1.4947, -0.0685], [1.0513, 2.2411, 1.3440], [0.3935, 0.7879, 2.0302], [3.3211, 1.1298, -1.8098], [2.1878, 0.6888, -0.1647], [2.5182, 0.6400, -1.6442]], "charge": -1, "homo_ev": -3.96, "lumo_energy_ev": 3.438}

The energy of each structure relative to the most stable one, in kJ/mol, is as follows: 1 273.8; 2 0.0.